Record 1
C3FN3 | the ωB97M-V functional and the def2-TZVPD basis

2S+1: 1
E_LUMO (spin up / spin down) in Ha: -0.05814 / -0.10921
Strongest force on any atom in eV/A: 5.59
Net charge: 0
Relative energy (zero: lowest compared OMol25 entry of this formula, charge and spin) in kcal per mole: 72.6
E_tot in eV: -10291.3793
Kohn-Sham gap (spin up / spin down) in eV: 9.3 / 9.0

Each line ends with the natural charge from an NBO analysis.
Atoms and positions in Å:
1 C 1.11 1.01 -0.04  0.154
2 C -0.63 -0.36 1.24  0.174
3 C 0.01 0.25 0.15  0.007
4 N 2.04 1.63 -0.18  -0.170
5 N -0.99 -0.93 2.15  -0.183
6 N -0.35 -0.30 -1.60  0.196
7 F -1.19 -1.31 -1.71  -0.178


Record 2
C3FNO6 | the ωB97M-V functional and the def2-TZVPD basis

2S+1: 1
E_LUMO in Ha: 0.23532
Strongest force on any atom in eV/A: 3.11
Net charge: -2
Relative energy (zero: lowest compared OMol25 entry of this formula, charge and spin) in kcal per mole: 34.0
E_tot in eV: -19599.5863
Kohn-Sham gap in eV: 6.4
SMILES: O=C(F)OC(C(=O)[O-])=[N+]([O-])[O-]

Each line ends with the natural charge from an NBO analysis.
Atoms and positions in Å:
1 C -1.52 -0.65 -0.28  0.739
2 C 1.54 -1.14 0.30  1.095
3 C -0.43 0.49 -0.03  0.219
4 N -0.33 1.77 0.00  0.335
5 O -1.84 -0.76 -1.46  -0.754
6 O 0.57 -0.37 0.68  -0.485
7 O 0.67 2.26 0.72  -0.693
8 O -1.67 -1.40 0.68  -0.764
9 O 2.11 -2.02 0.88  -0.648
10 O -1.19 2.58 -0.53  -0.630
11 F 2.10 -0.76 -0.97  -0.414


Record 3
C3FeLiO3 | the ωB97M-V functional and the def2-TZVPD basis

2S+1: 6
E_LUMO (spin up / spin down) in Ha: -0.80795 / -0.83970
Strongest force on any atom in eV/A: 6.38
Net charge: +4
<S²>: 8.781
Relative energy (zero: lowest compared OMol25 entry of this formula, charge and spin) in kcal per mole: 22.9
E_tot in eV: -43781.8782
Kohn-Sham gap (spin up / spin down) in eV: 9.1 / 8.9

Each line ends with the natural charge from an NBO analysis.
Atoms and positions in Å:
1 C -0.79 -0.02 -0.48  0.400
2 C -1.98 -0.14 0.13  0.738
3 O -3.05 -0.20 0.52  0.141
4 O 0.41 1.03 -0.16  -0.653
5 C 0.56 -0.22 -0.67  0.793
6 O 1.07 -1.22 -0.23  -0.361
7 Fe 1.10 2.73 0.25  1.946
8 Li 2.68 -1.97 0.64  0.996


Record 4
C3H10BNO | the ωB97M-V functional and the def2-TZVPD basis

2S+1: 1
E_LUMO in Ha: 0.02474
Strongest force on any atom in eV/A: 4.30
Net charge: 0
Relative energy (zero: lowest compared OMol25 entry of this formula, charge and spin) in kcal per mole: 53.5
E_tot in eV: -7486.6045
Kohn-Sham gap in eV: 9.6

Each line ends with the natural charge from an NBO analysis.
Atoms and positions in Å:
1 B -0.58 0.59 -0.03  1.057
2 C -2.48 -0.57 -0.05  -0.904
3 C 1.12 -1.41 0.03  -0.396
4 C 1.83 1.00 0.02  -0.414
5 N 0.76 0.05 0.03  -0.740
6 O -0.78 1.93 -0.06  -0.932
7 H -2.22 -1.58 -0.01  0.189
8 H -2.98 -0.36 -1.02  0.212
9 H -3.02 -0.33 0.96  0.210
10 H 1.24 -1.90 -0.93  0.196
11 H 1.99 -1.40 0.66  0.199
12 H 0.28 -2.07 0.48  0.213
13 H 1.52 1.97 -0.57  0.219
14 H 2.39 1.37 0.86  0.196
15 H 2.57 0.51 -0.65  0.185
16 H -1.65 2.20 0.30  0.512


Record 5
C3H10Cd2O7 | the ωB97M-V functional and the def2-TZVPD basis

2S+1: 1
E_LUMO in Ha: -0.46365
Strongest force on any atom in eV/A: 5.19
Net charge: +2
E_tot in eV: -26704.2596
Kohn-Sham gap in eV: 1.6

Each line ends with the natural charge from an NBO analysis.
Atoms and positions in Å:
1 Cd -19.59 17.81 -8.08  1.213
2 Cd -19.07 14.25 -4.41  1.280
3 O -19.56 17.87 -4.47  -0.703
4 H -19.14 18.46 -3.80  0.451
5 O -19.64 14.05 -7.85  -0.775
6 H -19.20 13.34 -8.34  0.450
7 C -12.23 8.94 -9.63  -0.105
8 C -11.80 10.19 -8.83  -0.115
9 O -12.80 10.24 -7.90  -0.458
10 C -13.79 9.49 -8.29  0.965
11 O -14.82 9.48 -7.64  -0.573
12 O -13.56 8.86 -9.37  -0.438
13 H -11.67 8.05 -9.35  0.201
14 H -12.09 9.13 -10.69  0.207
15 H -11.55 11.09 -9.39  0.194
16 H -10.79 10.03 -8.46  0.203
17 O -19.77 13.20 -12.11  -0.915
18 H -20.08 13.96 -12.60  0.470
19 H -19.80 13.47 -11.20  0.445
20 O -22.90 13.47 -3.45  -0.968
21 H -23.45 13.73 -4.18  0.478
22 H -23.52 13.27 -2.74  0.494


Record 6
C3H10Cl2N3P3 | the ωB97M-V functional and the def2-TZVPD basis

2S+1: 1
E_LUMO in Ha: -0.01277
Strongest force on any atom in eV/A: 4.33
Net charge: 0
Relative energy (zero: lowest compared OMol25 entry of this formula, charge and spin) in kcal per mole: 15.7
E_tot in eV: -60652.3963
Kohn-Sham gap in eV: 7.5

Each line ends with the natural charge from an NBO analysis.
Atoms and positions in Å:
1 C 0.52 2.35 0.80  -0.429
2 C 2.87 -1.67 0.75  -0.933
3 C -2.50 -0.03 -2.20  -0.923
4 N 0.94 0.01 1.08  -0.833
5 N -0.74 0.92 -0.34  -0.445
6 N 0.17 1.01 0.50  0.148
7 P 0.62 -1.23 -1.81  -0.322
8 P 1.12 -1.36 0.28  1.246
9 P -1.32 -0.63 -0.84  0.630
10 Cl 0.24 -2.70 1.45  -0.247
11 Cl -3.04 0.27 1.90  -0.339
12 H 0.58 2.94 -0.14  0.233
13 H -0.29 2.78 1.40  0.242
14 H 1.55 2.39 1.10  0.236
15 H 3.69 -1.13 0.20  0.255
16 H 2.96 -1.41 1.85  0.263
17 H 3.01 -2.64 0.55  0.224
18 H -2.13 -0.52 -3.12  0.240
19 H -3.58 0.17 -2.09  0.259
20 H -2.17 0.99 -2.26  0.244
21 H -2.49 -0.51 0.95  0.253


Record 7
C3H10F3NSi2 | the ωB97M-V functional and the def2-TZVPD basis

2S+1: 1
E_LUMO in Ha: 0.02381
Strongest force on any atom in eV/A: 2.89
Net charge: 0
Relative energy (zero: lowest compared OMol25 entry of this formula, charge and spin) in kcal per mole: 0.0
E_tot in eV: -28676.6429
Kohn-Sham gap in eV: 9.7
SMILES: CN(C)[SiH2]C[Si](F)(F)F

Each line ends with the natural charge from an NBO analysis.
Atoms and positions in Å:
1 C -2.26 0.99 -0.26  -0.396
2 C -2.26 -1.29 0.48  -0.395
3 C 1.70 0.83 0.48  -1.365
4 N -1.47 -0.19 -0.04  -0.864
5 F 3.51 -1.41 0.35  -0.654
6 F 4.64 0.75 0.87  -0.651
7 F 3.80 0.34 -1.43  -0.655
8 Si 0.11 -0.38 -0.67  1.315
9 Si 3.37 0.16 0.10  2.366
10 H -3.03 0.81 -1.02  0.183
11 H -2.76 1.29 0.67  0.191
12 H -1.63 1.81 -0.60  0.202
13 H -1.60 -2.10 0.80  0.208
14 H -2.84 -0.95 1.34  0.189
15 H -2.95 -1.67 -0.27  0.180
16 H 1.56 1.86 0.17  0.254
17 H 1.43 0.74 1.53  0.256
18 H 0.23 0.17 -2.02  -0.186
19 H 0.47 -1.78 -0.49  -0.176


Record 8
C3H10FN2 | the ωB97M-V functional and the def2-TZVPD basis

2S+1: 1
E_LUMO in Ha: -0.13038
Strongest force on any atom in eV/A: 6.87
Net charge: +1
Relative energy (zero: lowest compared OMol25 entry of this formula, charge and spin) in kcal per mole: 57.1
E_tot in eV: -8961.6978
Kohn-Sham gap in eV: 8.6

Each line ends with the natural charge from an NBO analysis.
Atoms and positions in Å:
1 C 0.15 0.86 0.15  -0.565
2 C 1.27 0.07 -0.26  -0.291
3 C -1.64 -0.01 -0.48  0.444
4 N -2.79 0.33 0.18  -0.835
5 N 1.37 -1.38 0.39  -0.705
6 F -1.30 -1.26 -0.33  -0.369
7 H 0.00 1.05 1.23  0.218
8 H -0.08 1.85 -0.45  0.264
9 H 1.25 0.07 -1.38  0.250
10 H 2.10 0.76 -0.01  0.255
11 H -1.72 0.12 -1.52  0.155
12 H -3.01 1.25 -0.03  0.400
13 H -2.96 -0.12 1.08  0.406
14 H 2.32 -1.63 0.09  0.452
15 H 0.69 -2.01 -0.14  0.466
16 H 1.12 -1.45 1.38  0.455


Record 9
C3H10FN2 | the ωB97M-V functional and the def2-TZVPD basis

2S+1: 1
E_LUMO in Ha: -0.12661
Strongest force on any atom in eV/A: 6.42
Net charge: +1
Relative energy (zero: lowest compared OMol25 entry of this formula, charge and spin) in kcal per mole: 37.2
E_tot in eV: -8962.5606
Kohn-Sham gap in eV: 11.5
SMILES: C[C@@](N)(F)C[NH3+]

Each line ends with the natural charge from an NBO analysis.
Atoms and positions in Å:
1 C -1.30 1.20 0.70  -0.630
2 C 0.60 -0.79 0.72  -0.329
3 C 0.06 0.85 0.01  0.552
4 N 0.00 0.53 -1.37  -0.891
5 N 0.90 -1.70 -0.38  -0.710
6 F 0.85 1.80 0.58  -0.323
7 H -1.72 2.07 0.27  0.238
8 H -1.19 1.17 1.70  0.229
9 H -2.13 0.41 0.41  0.208
10 H -0.14 -1.23 1.37  0.223
11 H 1.27 -0.46 1.44  0.246
12 H -0.70 0.86 -2.00  0.426
13 H 0.85 0.92 -1.80  0.404
14 H 1.78 -2.10 -0.14  0.454
15 H 0.65 -1.07 -1.16  0.464
16 H 0.22 -2.45 -0.35  0.438


Record 10
C3H10FN3 | the ωB97M-V functional and the def2-TZVPD basis

2S+1: 1
E_LUMO (spin up / spin down) in Ha: -0.31264 / -0.32139
Strongest force on any atom in eV/A: 8.89
Net charge: +2
Relative energy (zero: lowest compared OMol25 entry of this formula, charge and spin) in kcal per mole: 42.2
E_tot in eV: -10440.7340
Kohn-Sham gap (spin up / spin down) in eV: 9.4 / 8.8
SMILES: N[C@H]([NH3+])/C(F)=C/[NH3+]

Each line ends with the natural charge from an NBO analysis.
Atoms and positions in Å:
1 C -1.66 0.22 0.73  -0.073
2 C 0.01 0.18 0.30  0.438
3 C 0.54 0.02 -1.08  0.018
4 N 0.49 -1.28 -1.52  -0.805
5 N -1.98 0.18 2.12  -0.722
6 N 2.05 0.58 -1.03  -0.728
7 F 0.80 -0.04 1.34  -0.300
8 H -2.37 0.41 -0.05  0.259
9 H 0.02 0.69 -1.78  0.271
10 H 0.39 -1.49 -2.49  0.436
11 H 0.73 -2.05 -0.92  0.419
12 H -2.49 -0.69 2.36  0.475
13 H -2.61 0.97 2.39  0.476
14 H -1.13 0.22 2.70  0.471
15 H 2.53 0.35 -1.92  0.463
16 H 2.10 1.60 -0.89  0.451
17 H 2.58 0.13 -0.27  0.450